189
Properties=species:S:1:pos:R:3:forces:R:3 method="wB97M-V/def2-TZVPD" total_charge=0 orbital_gap_ev=10.52
C -4.609651 -1.033233 -18.518611 -1.20 0.34 -0.05
C -4.902938 -0.295601 -17.228320 0.86 0.07 -0.11
O -4.882075 -1.276227 -16.164999 0.38 0.46 0.94
C -6.005507 -1.853197 -15.797387 -0.04 -0.26 -1.24
O -7.062415 -1.731244 -16.351339 0.02 -0.03 0.68
C -5.748092 -2.860329 -14.640285 -1.85 0.38 0.38
F -5.765883 -2.218290 -13.451582 0.55 -0.06 -0.33
F -6.811260 -3.701195 -14.592614 0.94 0.01 -0.20
F -4.621839 -3.535022 -14.778372 -0.04 -0.09 0.11
H -3.734580 -1.679799 -18.523055 0.28 0.37 0.33
H -4.573043 -0.290828 -19.315952 0.07 -0.28 0.12
H -5.470792 -1.681900 -18.696724 0.02 0.04 -0.30
H -5.806230 0.311901 -17.238743 -0.44 -0.63 -0.12
H -4.138908 0.440627 -16.989363 0.30 -0.42 0.21
C -5.186295 1.202601 -25.810871 0.80 -0.88 0.61
C -4.289960 -0.048487 -25.733528 0.21 1.33 -0.07
O -4.536026 -0.618525 -24.436558 -0.59 -1.40 0.13
C -3.794810 -0.275508 -23.408325 0.21 0.39 -0.48
O -2.874679 0.492350 -23.409270 -0.06 0.06 0.12
C -4.263072 -0.973144 -22.110813 0.03 -0.01 -0.96
F -3.433780 -0.595476 -21.149088 0.12 -0.12 0.37
F -5.508867 -0.621387 -21.810457 0.07 -0.16 0.11
F -4.229727 -2.296685 -22.236104 0.15 -0.17 0.12
H -5.051262 1.812637 -24.914178 0.44 0.24 -0.16
H -6.217133 0.869822 -25.694991 0.05 0.08 -0.76
H -4.936047 1.767275 -26.705451 -0.46 0.12 -0.05
H -3.215392 0.089509 -25.852707 -0.04 0.59 0.24
H -4.530146 -0.734834 -26.541880 -0.46 -0.53 0.55
C -1.338449 -2.942917 -20.559589 0.59 -0.20 -0.93
C -0.211063 -3.763894 -19.964564 -1.01 -0.11 0.38
O 0.706554 -2.897880 -19.257465 0.18 -0.12 -0.45
C 0.548996 -2.833978 -17.945378 0.79 0.90 -0.40
O -0.231884 -3.406130 -17.277592 -1.05 -0.75 0.79
C 1.609109 -1.886003 -17.340610 -0.30 -1.55 0.81
F 1.295402 -1.571082 -16.097197 -0.49 0.67 0.14
F 2.747692 -2.588105 -17.227423 0.60 0.19 -0.68
F 1.774057 -0.806147 -18.074041 0.42 0.68 -0.25
H -1.923308 -2.355540 -19.856222 0.15 -0.10 0.20
H -1.999324 -3.609700 -21.117462 -0.12 -0.01 0.14
H -0.885767 -2.294739 -21.314007 -0.30 0.33 0.06
H 0.355790 -4.285168 -20.731116 0.14 0.12 0.01
H -0.633612 -4.491424 -19.272724 0.30 -0.05 0.08
C -6.820266 -4.249540 -25.424655 -0.07 -0.57 -0.13
C -5.495292 -4.242758 -24.679077 -0.69 1.00 0.27
O -4.977744 -5.565856 -24.563688 0.07 -0.84 -0.72
C -3.871808 -5.716397 -23.853720 -0.72 0.29 -0.99
O -3.383197 -4.860779 -23.181861 0.66 -0.09 0.39
C -3.255562 -7.137037 -24.033743 -0.52 0.64 0.95
F -1.941334 -6.957844 -24.111514 0.12 -0.53 -0.25
F -3.549487 -7.825544 -22.916387 0.29 -0.15 0.11
F -3.716659 -7.850506 -25.050153 0.28 0.35 -0.20
H -7.500315 -5.000504 -25.020591 0.03 -0.01 0.04
H -6.676252 -4.466077 -26.484791 0.10 -0.15 0.03
H -7.340010 -3.292778 -25.385688 0.28 0.09 0.25
H -5.597753 -3.858596 -23.663852 -0.09 0.18 -0.10
H -4.810218 -3.594007 -25.229900 0.40 -0.23 0.21
C -4.115869 -1.974560 -29.034143 0.46 0.75 -0.27
C -3.857401 -1.524964 -30.457508 -0.94 -1.47 -0.20
O -3.443268 -0.190738 -30.317712 0.91 1.19 0.65
S -2.439093 -0.043116 -29.045730 -0.04 -1.07 0.00
O -2.784081 1.081176 -28.232815 -0.34 -0.88 -0.63
O -1.077347 -0.186689 -29.460180 -0.87 -0.24 0.20
O -2.942531 -1.481484 -28.368272 0.79 1.50 0.14
H -4.137146 -3.045699 -28.858671 -0.18 0.00 -0.06
H -4.995131 -1.417103 -28.696707 -0.06 -0.41 0.39
H -4.791294 -1.540268 -31.019828 0.19 0.17 -0.18
H -3.119445 -2.171417 -30.939695 0.15 0.31 -0.08
C 1.416783 -0.754380 -21.944359 0.73 0.66 0.37
C 2.520684 -0.335979 -22.920548 1.35 0.53 0.68
O 1.949656 0.499969 -23.915202 -1.10 -0.19 -1.19
S 0.471666 0.982684 -23.520673 0.93 0.17 1.60
O -0.416682 1.030934 -24.622870 0.66 -0.67 0.26
O 0.608762 2.146242 -22.685401 -0.09 -0.67 -0.45
O 0.205467 -0.292447 -22.539427 -0.74 0.12 -0.58
H 1.593234 -0.287011 -20.973104 -0.31 0.22 -0.05
H 1.428998 -1.822353 -21.742904 -0.57 -0.09 -0.46
H 3.077491 -1.185846 -23.313554 -0.47 0.05 -0.69
H 3.281607 0.309175 -22.475140 -0.12 -0.26 0.52
C -6.198594 5.322827 -24.714323 -0.73 0.20 1.19
C -7.251944 6.016476 -25.584451 -0.12 0.05 -0.37
O -6.650752 6.078215 -26.888372 0.94 -0.13 -0.61
S -5.063134 6.333871 -26.747822 -0.53 -0.91 0.00
O -4.849208 7.732889 -26.580543 0.13 -0.24 0.41
O -4.317421 5.651470 -27.773268 -1.00 0.35 1.20
O -4.943971 5.522035 -25.332236 0.85 0.76 -1.59
H -6.413852 4.265181 -24.557533 0.35 0.09 -0.61
H -6.151100 5.753913 -23.710500 0.02 0.19 -0.08
H -7.526702 7.032635 -25.298664 0.30 0.01 0.28
H -8.173475 5.448637 -25.683660 0.19 -0.10 -0.07
C -1.596807 2.064382 -20.430755 0.72 -0.49 0.31
C -0.871992 1.207027 -19.336561 -0.99 0.48 -1.29
O -1.876857 1.155821 -18.317350 0.61 -0.10 1.34
S -2.353548 2.679061 -18.112191 -0.12 -1.25 -0.60
O -1.249798 3.463373 -17.644455 -0.68 -0.20 -0.66
O -3.596597 2.685194 -17.413164 0.60 0.19 -0.68
O -2.617994 2.787154 -19.709661 0.16 1.30 0.75
H -2.119388 1.453123 -21.162179 -0.01 -0.03 0.03
H -0.863087 2.687665 -20.935322 -0.42 0.44 0.08
H 0.030454 1.709100 -18.998036 0.05 -0.18 0.23
H -0.687618 0.216692 -19.741788 0.03 -0.17 0.40
C -5.412592 2.278942 -21.234880 0.74 0.08 -0.73
C -5.864563 3.305100 -20.267002 -1.00 1.04 -0.33
O -6.868836 2.636727 -19.485438 -0.54 -1.69 0.39
S -7.546382 1.396607 -20.338860 0.86 0.78 0.68
O -8.924455 1.676012 -20.591523 0.85 0.11 -0.29
O -7.202226 0.139224 -19.748069 -0.05 0.90 -0.31
O -6.633536 1.663741 -21.662209 -1.08 -0.24 0.47
H -4.733340 1.533960 -20.814234 -0.16 0.05 0.23
H -4.916840 2.735493 -22.093410 -0.18 -0.07 -0.13
H -6.470544 4.085630 -20.741505 0.71 0.16 -0.44
H -5.055114 3.786875 -19.725062 -0.23 -0.41 0.58
C -2.174567 3.432579 -25.527996 0.40 1.27 0.56
C -1.739316 4.181503 -24.274866 0.83 -0.79 -0.30
O -2.903515 4.509530 -23.484824 0.30 0.11 0.26
P -2.754212 5.629801 -22.387445 0.65 1.10 0.00
O -4.011055 6.018070 -21.744942 -0.37 -0.22 -0.21
O -1.949627 6.860540 -23.071298 -0.23 -1.03 0.69
C -2.495370 7.565640 -24.199073 0.02 -0.28 -0.23
C -1.513677 8.680396 -24.542666 -0.47 -0.11 -0.12
O -1.664077 5.053569 -21.393432 -0.16 -0.11 -1.22
C -1.228501 5.812985 -20.277458 0.12 -0.59 1.42
C 0.287757 5.997728 -20.292085 -0.78 1.47 -0.28
H -2.822771 2.602699 -25.263615 0.06 -0.09 -0.14
H -2.666303 4.172663 -26.155137 -0.31 -0.38 -0.34
H -1.257919 3.104864 -26.014967 -0.18 -0.26 -0.17
H -1.019018 3.580228 -23.715246 -0.53 -0.19 0.45
H -1.144219 5.071908 -24.490775 -0.46 0.25 -0.28
H -2.522871 6.863598 -25.039404 -0.11 0.06 0.00
H -3.533572 7.822249 -23.981651 0.16 0.49 0.03
H -1.957775 9.447115 -25.177601 -0.16 -0.17 -0.09
H -1.135735 9.188693 -23.657978 0.03 -0.18 0.10
H -0.706620 8.210107 -25.102288 0.27 0.26 0.15
H -1.850077 6.698297 -20.134045 0.42 0.38 -0.42
H -1.489833 5.213192 -19.408928 0.06 -0.21 0.10
H 0.515240 6.890504 -20.880966 0.19 -0.26 -0.34
H 0.626989 6.274344 -19.293734 0.07 -0.48 0.11
H 0.799907 5.137567 -20.711549 0.01 -0.12 0.20
C -1.295050 -2.391067 -25.160444 -0.04 -0.56 1.01
C -0.949931 -3.810606 -25.596417 0.71 0.68 0.00
O -2.031425 -4.245486 -26.416279 0.03 -0.83 -0.64
P -1.861101 -5.408765 -27.506451 -0.58 -0.06 0.54
O -0.888200 -6.475517 -27.225579 -0.02 0.86 -0.31
O -1.746826 -4.596402 -28.878916 -0.43 -0.79 -0.27
C -0.661199 -3.697832 -29.168280 0.11 0.79 1.27
C 0.665935 -4.415465 -29.371860 -1.07 0.30 -0.62
O -3.375296 -5.920551 -27.505150 0.66 0.55 -0.09
C -3.822200 -6.838552 -28.483306 -0.85 -1.65 -0.77
C -5.061705 -6.301066 -29.151131 -0.24 1.36 -0.73
H -2.105402 -2.453810 -24.428862 -0.02 0.13 0.04
H -0.431647 -1.947205 -24.662834 -0.05 0.09 0.00
H -1.627777 -1.724522 -25.952985 0.22 -0.26 -0.32
H 0.024080 -3.789834 -26.101362 -0.31 -0.12 -0.56
H -0.783918 -4.532983 -24.793351 -0.42 0.28 0.28
H -0.971919 -3.009925 -29.955058 0.00 -0.64 -0.53
H -0.652855 -2.997622 -28.322449 0.48 -0.16 0.12
H 0.563755 -5.054756 -30.249941 0.15 -0.12 0.04
H 1.416160 -3.659871 -29.597749 0.26 -0.15 0.29
H 0.869527 -5.042953 -28.507738 0.37 0.13 0.01
H -3.079171 -7.140777 -29.227603 0.31 0.74 0.03
H -4.069580 -7.820037 -28.062240 0.09 0.34 0.73
H -5.419702 -6.851653 -30.022030 0.24 -0.45 0.21
H -5.919794 -6.128904 -28.499991 0.20 -0.32 0.33
H -4.828898 -5.308564 -29.559826 0.07 -0.02 0.03
C -9.865378 5.322937 -23.453225 1.11 -0.16 0.38
C -9.158902 4.000994 -23.119548 -1.69 -0.18 -0.12
O -8.361675 3.525336 -24.223132 0.14 -0.36 -0.50
P -9.074225 2.633996 -25.340287 -0.68 0.41 -0.45
O -10.253237 3.228535 -25.995916 0.58 -0.29 0.51
O -7.855819 2.339025 -26.320226 -0.45 0.43 0.25
C -8.174865 2.126157 -27.723403 -0.27 -0.43 -0.36
C -7.895109 3.365761 -28.538336 -0.05 0.54 0.44
O -9.425197 1.252243 -24.646167 -0.17 0.44 0.30
C -8.435999 0.511113 -23.952758 1.35 -1.61 0.03
C -8.311508 -0.883335 -24.571722 0.67 0.21 0.37
H -10.458833 5.710633 -22.625709 0.03 -0.32 0.19
H -9.047425 6.035441 -23.590995 -0.41 0.34 -0.41
H -10.518137 5.210090 -24.313955 0.21 0.10 -0.20
H -8.507612 4.071315 -22.254275 0.04 -0.04 -0.02
H -9.933221 3.245886 -22.958783 0.20 -0.06 0.50
H -7.620874 1.225749 -27.989281 0.37 0.24 -0.21
H -9.222652 1.856588 -27.864362 -0.09 0.07 0.40
H -8.166182 3.277059 -29.589692 0.20 -0.40 -0.03
H -8.545363 4.163623 -28.164574 0.10 -0.06 0.10
H -6.867693 3.712653 -28.426568 0.04 -0.11 -0.15
H -7.448639 0.977928 -23.916152 -0.22 0.41 -0.39
H -8.643803 0.318693 -22.898624 -0.83 0.59 -0.07
H -9.272841 -1.380341 -24.464323 0.07 -0.24 -0.39
H -7.890648 -0.908418 -25.579161 -0.63 0.32 -0.31
H -7.541925 -1.441472 -24.026838 -0.29 0.03 0.43